No. 1
Entry from OMol25: a molecular structure, C34H37FeN6O3S3 (the ωB97M-V functional and the def2-TZVPD basis).

CARTESIAN COORDINATES (ANGSTROEM)
H1 -2.8914 -2.3294 -1.7502
H2 -0.8245 -4.0493 -2.0764
C1 0.1444 0.9476 -2.7010
H3 0.5673 -4.5928 1.4801
C2 1.4677 2.3683 0.2762
C3 1.8992 1.7132 -1.0500
C4 1.7399 0.6013 1.8940
H4 2.6708 2.1923 2.9673
H5 2.5742 -1.5261 3.7131
H6 2.0157 -3.9110 3.3574
H7 -0.5655 4.2450 6.5559
C5 -5.6401 3.9250 1.1688
O1 -3.1636 -5.6270 2.4066
C6 1.6561 -3.1649 2.6622
H8 -1.0696 0.9839 3.8189
C7 -5.0271 -1.8832 5.5741
H9 -0.1182 -4.8276 -0.6544
N1 0.9707 0.6561 -1.5211
C8 -2.4044 -2.3476 2.8426
C9 -3.5647 -3.8068 4.2885
C10 -3.7283 2.4993 1.4036
H10 -5.8884 -3.5044 6.6807
S1 -2.4503 -4.7540 3.2911
C11 -1.5678 4.3068 3.3249
N2 -1.8732 -3.4577 2.4300
C12 -4.2759 3.7774 1.3418
C13 -3.3990 -2.4765 3.9470
H11 -1.6119 -1.8122 -2.8384
C14 0.3856 -2.5738 0.7389
S2 -2.0339 -0.8287 2.1527
H12 0.6560 3.0777 0.1245
C15 2.9023 1.1810 2.6375
C16 -4.4440 -4.2138 5.2683
C17 -5.1835 -3.2251 5.9092
H13 2.0295 2.4767 -1.8212
H14 -4.5594 -5.2585 5.5229
N3 0.9817 1.2627 1.0961
C18 -1.5396 2.9402 3.0762
H15 -3.0166 0.0588 -2.9687
C19 -0.7628 2.5205 5.2992
H16 -3.6787 -0.1998 -1.3537
H17 3.1463 0.5773 3.5082
H18 -0.4311 1.8284 6.0621
H19 -1.8168 4.9977 2.5313
H20 -4.0908 0.3887 1.2939
C20 -0.5930 -2.7467 -0.4056
H21 0.6986 1.5119 -3.4581
C21 -4.1249 -1.4914 4.5919
C22 -1.2290 4.7708 4.5849
H22 -0.8587 2.6326 -1.8234
C23 -1.1159 1.6974 -2.3246
C24 0.8555 -3.5587 1.5953
C25 -2.1049 -1.5834 -1.8882
H23 -0.1340 -0.0126 -3.1407
H24 -3.6373 4.6474 1.3917
H25 -7.5134 2.9278 0.8482
H26 -6.0710 4.9169 1.1413
H27 -1.2653 5.8316 4.7940
H28 -5.6201 -1.1340 6.0816
S3 -1.9296 2.3741 1.4229
H29 -2.5712 1.6025 -0.9536
H30 2.3109 2.8994 0.7232
O2 -1.5181 3.4850 0.4998
N4 -1.9323 0.9275 -1.3617
C26 1.9796 -1.8251 2.8618
O3 -1.3886 -5.2858 4.0968
C27 -0.8498 -4.0967 -0.9866
H31 1.5208 -0.1685 -1.7184
H32 -1.6869 1.9353 -3.2277
C28 -1.1157 2.0420 4.0442
Fe1 -0.5391 0.1010 0.1798
C29 1.4818 -0.8973 1.9589
C30 -5.8965 1.5377 1.0563
H33 -1.8418 -4.4477 -0.6896
C31 -2.7561 -0.1711 -1.9319
C32 -4.5287 1.3772 1.2502
N5 -1.1422 -1.6649 -0.8114
H34 2.8653 1.2377 -0.8716
C33 -6.4516 2.8056 1.0166
H35 -6.5237 0.6638 0.9374
H36 3.7938 1.2170 2.0059
C34 -0.8330 3.8782 5.5738
N6 0.7398 -1.3140 0.9396
H37 -3.9826 -0.4490 4.3375

The spin multiplicity is 5. As for the lowest unoccupied orbital energy (alpha / beta): -3.2 / -3.3 eV. The charge is +1. As for the maximum force: 0.0220 hartree/bohr. The expectation value of S² is 6.015.

No. 2
Entry from OMol25: a molecular structure, C34H37HoN5 (the ωB97M-V functional and the def2-TZVPD basis).

CARTESIAN COORDINATES (ANGSTROEM)
C1 -3.5074 2.7618 0.1744
H1 -2.0891 -2.3866 2.5154
C2 -2.2713 -0.2565 -3.3804
H2 -0.8184 4.1045 3.3506
H3 -1.1738 -1.7595 3.9138
C3 -0.6461 2.5504 4.6759
C4 -0.0069 -2.0154 0.7235
H4 3.4900 0.0701 0.1721
C5 -2.8827 3.9432 2.1611
N1 1.2184 2.1078 7.5947
H5 1.3128 -2.3934 -1.7029
H6 -0.6927 -3.0812 -0.9929
C6 -2.8917 0.2804 0.0771
C7 -2.3699 2.7178 2.7889
H7 -2.0512 -0.6401 2.8443
C8 1.5592 1.2233 -2.7837
H8 -2.4153 -0.4990 -4.4092
H9 -0.6379 -4.0451 0.4801
C9 0.9703 -0.7689 2.4036
C10 -1.2174 -2.8883 -3.8869
C11 0.1383 -0.7633 -3.4621
C12 -3.1498 -0.0619 -2.3925
H10 2.6716 3.0843 4.4276
H11 -2.9650 2.4306 3.6763
H12 -0.9982 -3.8808 -4.2922
C13 1.8475 -0.7521 1.2721
C14 2.4168 -0.6234 -4.2660
Ho1 -0.4997 0.7176 0.7795
H13 -4.2151 -0.1179 -2.3749
H14 2.4455 1.7309 -3.1994
H15 -1.5111 -3.0309 -2.8396
C15 -0.9143 2.9881 3.2962
H16 2.1269 2.7559 1.9988
H17 0.6931 1.8953 -2.8738
H18 2.5621 -3.0524 -0.6369
C16 2.2683 -1.8470 -4.9241
C17 0.6588 2.6177 5.0901
H19 1.3762 -1.3456 4.4175
H20 3.2878 -3.4799 -5.8551
C18 -2.9691 1.5699 0.7139
C19 1.3178 -0.4261 3.8067
H21 2.2979 0.0696 3.8599
N2 0.0869 2.4679 2.3435
N3 -0.9870 -0.1897 -2.8266
H22 -1.9250 -2.8441 0.2542
H23 -2.0849 -2.5039 -4.4317
H24 -3.5051 -0.5550 0.4233
C20 1.6538 2.8765 4.1115
H25 -1.4892 2.2991 5.3265
C21 -1.4473 -1.5689 2.8644
C22 -3.3938 3.9489 0.8937
C23 -0.8605 -3.0407 0.0855
H26 0.5524 0.2275 4.2602
C24 1.2830 -1.6022 0.2785
H27 -3.9277 2.7326 -0.8222
C25 3.3544 -2.3906 -5.7979
N4 -2.3937 0.1875 -1.2400
C26 -1.0365 0.2591 -1.5357
H28 3.1508 0.9061 1.6989
H29 0.9608 -3.5182 -5.2679
C27 0.9703 2.3395 6.4724
H30 3.9522 -0.6973 1.6989
C28 2.0040 -2.1382 -0.8948
C29 3.1743 -0.0843 1.2133
H31 1.7533 1.0655 -1.7022
C30 -0.0012 -2.0394 -4.0517
H32 3.2782 -2.0071 -6.8231
C31 1.3396 2.7183 2.7630
H33 -2.8077 4.8526 2.7552
N5 -2.3090 1.5845 1.8945
H34 3.3592 -0.0751 -4.3402
C32 1.3664 -0.0737 -3.5105
C33 -0.2265 -1.4562 2.0209
H35 4.3421 -2.1186 -5.4166
C34 1.0715 -2.5458 -4.7915
H36 -3.7361 4.8894 0.4559
H37 2.7126 -1.4098 -1.3031

The spin multiplicity is 5. The energy above the lowest of the compared OMol25 structures with the same formula, charge and spin is 0.000 eV. As for the lowest unoccupied orbital energy (alpha / beta): 2.2 / 2.2 eV. The charge is -1. As for the maximum force: 0.0516 hartree/bohr. The expectation value of S² is 6.005.

No. 3
Entry from OMol25: a molecular structure, C34H37N2O6PSe2V (the ωB97M-V functional and the def2-TZVPD basis).

CARTESIAN COORDINATES (ANGSTROEM)
C1 -1.9455 2.9133 -4.6739
C2 -2.1507 -2.6103 4.5915
H1 3.3102 -0.1086 -6.2426
C3 -1.7487 2.1037 -0.9366
H2 0.7381 -6.0835 0.8838
O1 -0.3644 1.7086 2.2056
C4 2.3462 -2.0826 -6.3875
H3 -3.7925 3.9060 -1.1486
H4 1.6597 3.6537 5.1277
H5 1.6623 -2.2321 2.9493
Se1 -0.4626 -1.3700 -1.5167
H6 -1.9562 7.3460 0.4839
H7 -2.8947 1.9412 -6.2568
C5 1.3641 2.6324 5.2509
H8 2.3990 1.4173 1.9024
V1 -0.4652 -0.0086 0.9111
H9 -0.0597 -4.1412 -0.3804
H10 2.5115 -2.1190 -7.4765
C6 -0.3472 -1.7483 3.2773
C7 -2.6278 1.8616 -5.1994
H11 1.3264 -3.9946 -6.3360
C8 -1.6539 2.9281 -3.3044
H12 0.2220 1.5312 -1.2915
C9 -1.7967 6.3563 0.1280
N1 0.3571 2.4481 4.2054
C10 1.9511 -2.0038 -3.6656
H13 -2.4156 -2.2085 5.5683
H14 3.5349 -4.0071 -2.6509
O2 -1.1644 -1.4456 2.3338
C11 -0.7986 3.4473 4.1773
Se2 2.9539 -0.8015 -0.9046
C12 -2.6908 0.7425 -2.9684
H15 -1.0864 3.8208 -2.9044
O3 -0.4400 1.5743 -0.5456
C13 -2.0263 1.9003 -2.4181
O4 -2.4116 0.3874 0.6884
H16 4.4244 -6.0148 -1.2842
C14 -2.8841 4.4159 -0.7856
C15 1.8701 1.0143 2.7883
C16 3.0295 -4.4350 -1.7916
H17 0.9301 2.5771 6.2878
P1 1.5533 -2.0746 -1.9242
H18 -2.6659 -2.1246 3.7660
C17 0.1563 -3.6778 4.7483
H19 0.3376 -4.3965 3.9367
C18 0.9576 -4.4805 -0.5481
C19 -1.7331 3.5728 -0.5991
C20 -2.9507 5.6839 -0.3375
C21 1.4850 -3.1205 -4.3558
H20 3.0615 -0.1767 -3.6224
N2 -0.7569 -2.6319 4.2163
C22 -0.6375 5.5726 0.3051
H21 2.2253 1.8244 5.1884
C23 2.6123 -0.9337 -4.2719
H22 -3.1137 -0.0160 -2.2774
C24 2.6750 -6.1049 -0.0687
C25 1.3743 -5.6434 0.1397
H23 -3.8773 6.2067 -0.3241
H24 3.1221 -6.8364 0.5939
C26 2.7543 -0.9256 -5.7036
H25 1.4029 -0.9814 4.3225
C27 1.0932 -1.3434 3.2996
C28 3.4538 -5.6011 -1.1282
H26 -0.8070 4.0868 5.0855
O5 -3.9371 1.9236 -0.0068
C29 -2.8884 0.7347 -4.3985
H27 0.2670 5.9689 0.6987
C30 1.8364 -3.8223 -1.4447
H28 0.8879 -3.9521 -3.8965
H29 -0.3775 -4.1866 5.5982
H30 0.3086 3.6572 0.1083
C31 -0.6454 4.1964 -0.0484
H31 2.5437 0.8894 3.6482
O6 1.3392 -0.2979 2.2643
H32 -3.3136 -0.1633 -4.9383
H33 -0.7147 4.1464 3.3186
H34 -1.6131 3.7743 -5.2846
C32 0.5292 1.6891 3.1331
H35 -2.5243 -3.5878 4.6320
H36 1.1000 -3.2597 5.1015
C33 -2.8021 1.3897 0.0340
C34 1.6665 -3.1215 -5.7474
H37 -1.7919 2.9306 4.0966

The spin multiplicity is 3. The energy above the lowest of the compared OMol25 structures with the same formula, charge and spin is 1.502 eV. As for the lowest unoccupied orbital energy (alpha / beta): -4.1 / -3.2 eV. The charge is +1. As for the maximum force: 0.1068 hartree/bohr. The expectation value of S² is 2.030.

What is the expectation value of S² in the third record? 2.030